Entry 1:
A cluster of 10 separate species, C15H51BN20O15S2 in total at a distorted geometry. Source: the OMol25 dataset; level of theory: the ωB97M-V functional and the def2-TZVPD basis.

Last column: Mulliken charge in e.
CARTESIAN COORDINATES (ANGSTROEM)
C -2.513 3.911 -4.949  -0.741
N -3.057 2.803 -4.107  -0.078
C -3.082 3.159 -2.652  -0.779
B -2.291 1.515 -4.323  0.780
O -0.874 1.388 -4.139  -0.508
N -3.092 0.334 -4.799  0.055
S -2.130 -0.868 -5.626  -0.208
C -3.941 -0.241 -3.748  0.100
O -5.182 -0.273 -3.977  -0.539
O -3.464 -0.713 -2.481  -0.048
C -3.649 -2.158 -2.475  -0.556
C -3.171 -2.866 -1.119  -0.490
C -1.825 -2.253 -0.481  -0.101
S -0.384 -3.434 -0.484  1.198
O -0.776 -4.874 -0.647  -0.657
O 0.662 -2.986 -1.482  -0.641
O 0.324 -3.287 1.061  -0.539
H -2.043 4.733 -4.289  0.175
H -1.702 3.585 -5.691  0.288
H -3.335 4.429 -5.561  0.261
H -2.013 3.315 -2.271  0.342
H -3.746 4.078 -2.469  0.310
H -3.483 2.225 -2.101  0.125
H -0.441 2.263 -4.059  0.265
H -1.553 -0.164 -6.699  0.136
H -3.180 -2.661 -3.391  0.275
H -4.784 -2.362 -2.560  0.306
H -4.017 -2.745 -0.343  0.211
H -3.106 -3.996 -1.346  0.413
H -2.060 -2.054 0.635  0.022
H -1.516 -1.253 -0.937  0.248
H 0.762 -4.149 1.288  0.335
C -0.147 6.802 -2.715  0.654
O -1.195 6.188 -2.844  -0.630
N -0.106 8.139 -2.490  -0.442
N 1.066 6.202 -2.785  -0.354
H 0.743 8.663 -2.381  0.147
H -0.988 8.622 -2.431  0.220
H 1.078 5.209 -2.951  0.203
H 1.938 6.688 -2.682  0.164
C -1.187 1.488 0.698  0.702
O -1.310 2.184 -0.297  -0.752
N -0.080 0.741 0.938  -0.272
N -2.146 1.401 1.654  -0.284
H 0.039 0.163 1.750  0.182
H 0.657 0.778 0.252  0.158
H -2.984 1.942 1.514  0.180
H -2.064 0.835 2.479  0.156
C 4.185 -2.307 2.495  0.590
O 5.011 -1.735 3.191  -0.678
N 2.861 -2.329 2.800  -0.247
N 4.516 -2.968 1.360  -0.214
H 2.166 -2.793 2.243  0.196
H 2.575 -1.848 3.637  0.168
H 5.494 -2.976 1.096  0.220
H 3.851 -3.442 0.777  0.116
C -3.730 -3.076 3.219  0.711
O -3.882 -2.424 2.194  -0.610
N -2.605 -3.788 3.474  -0.329
N -4.674 -3.141 4.188  -0.546
H -2.463 -4.328 4.308  0.168
H -1.879 -3.765 2.776  0.196
H -5.525 -2.624 4.035  0.314
H -4.571 -3.669 5.037  0.111
C 1.440 3.462 3.845  0.549
O 1.909 4.001 2.852  -0.666
N 1.850 3.762 5.102  -0.428
N 0.469 2.519 3.776  -0.300
H 1.477 3.331 5.929  0.154
H 2.570 4.459 5.197  0.234
H 0.137 2.269 2.857  0.174
H 0.071 2.067 4.578  0.170
C 6.756 -2.741 -1.492  0.713
O 6.816 -2.693 -0.270  -0.780
N 7.166 -1.724 -2.283  -0.361
N 6.275 -3.820 -2.159  -0.405
H 7.127 -1.744 -3.286  0.169
H 7.531 -0.905 -1.824  0.199
H 5.959 -4.599 -1.605  0.207
H 6.218 -3.878 -3.160  0.177
C -2.066 5.637 4.302  0.667
O -2.471 4.503 4.518  -0.642
N -1.025 5.897 3.474  -0.300
N -2.625 6.734 4.873  -0.404
H -0.678 6.819 3.284  0.168
H -0.583 5.107 3.031  0.156
H -3.402 6.582 5.495  0.227
H -2.309 7.672 4.709  0.151
C -6.978 -6.072 3.391  0.639
O -6.914 -6.021 4.611  -0.652
N -6.567 -5.055 2.595  -0.248
N -7.465 -7.151 2.728  -0.385
H -6.610 -5.076 1.592  0.153
H -6.199 -4.236 3.053  0.106
H -7.781 -7.928 3.286  0.226
H -7.526 -7.213 1.728  0.165
C 10.616 -2.206 -3.291  0.685
O 9.876 -2.337 -4.255  -0.648
N 11.628 -1.303 -3.262  -0.396
N 10.491 -2.950 -2.165  -0.369
H 12.246 -1.180 -2.481  0.160
H 11.755 -0.730 -4.080  0.220
H 9.750 -3.632 -2.147  0.191
H 11.087 -2.857 -1.364  0.166

Atoms 1-3, force components in eV/Å:
C 0.3 1.3 -0.1
N 1.2 -0.6 -0.1
C 0.3 -0.7 0.3

Output
Kohn-Sham gap = 7.845 eV
molar mass = 826.6 g mol⁻¹

***

Entry 2:
The molecule C6H4S at a distorted geometry. Source: the OMol25 dataset; level of theory: the ωB97M-V functional and the def2-TZVPD basis.

Last column: natural (NBO) charge in e.
CARTESIAN COORDINATES (ANGSTROEM)
C -0.986 1.419 0.103  -0.014
C -0.566 2.469 0.679  -0.216
C -0.442 -1.161 0.708  -0.136
C 0.868 -1.038 0.439  -0.221
C -0.840 0.110 -0.531  -0.333
C 0.677 0.068 -0.589  -0.303
S 1.128 1.740 0.181  0.270
H -1.277 -1.758 1.114  0.232
H 1.748 -1.751 0.769  0.243
H -1.440 -0.233 -1.381  0.252
H 1.131 0.134 -1.492  0.226

Atoms 1-3, force components in eV/Å:
C 0.3 0.4 0.0
C -0.1 -1.1 -0.6
C -1.9 1.7 -2.8

Output
Kohn-Sham gap = 7.990 eV
molar mass = 108.2 g mol⁻¹
energy above the lowest of the compared OMol25 structures with the same formula, charge and spin = 395.6 kJ/mol